{"formula": "C29H13Cl60IO5S", "method": "wB97M-V/def2-TZVPD", "homo_lumo_gap_ev": 8.228, "spin_multiplicity": 1, "energy_ha": -29796.24100, "lumo_energy_ev": -1.325, "symbols": ["O", "C", "C", "C", "I", "C", "O", "C", "C", "C", "C", "C", "C", "C", "S", "O", "O", "O", "C", "C", "C", "H", "H", "H", "H", "H", "H", "H", "H", "H", "H", "H", "H", "H", "C", "Cl", "Cl", "Cl", "Cl", "C", "Cl", "Cl", "Cl", "Cl", "C", "Cl", "Cl", "Cl", "Cl", "C", "Cl", "Cl", "Cl", "Cl", "C", "Cl", "Cl", "Cl", "Cl", "C", "Cl", "Cl", "Cl", "Cl", "C", "Cl", "Cl", "Cl", "Cl", "C", "Cl", "Cl", "Cl", "Cl", "C", "Cl", "Cl", "Cl", "Cl", "C", "Cl", "Cl", "Cl", "Cl", "C", "Cl", "Cl", "Cl", "Cl", "C", "Cl", "Cl", "Cl", "Cl", "C", "Cl", "Cl", "Cl", "Cl", "C", "Cl", "Cl", "Cl", "Cl", "C", "Cl", "Cl", "Cl", "Cl"], "xyz": [[4.427, -3.409, 1.104], [4.332, -2.246, 0.809], [5.265, -1.210, 1.337], [5.453, -0.103, 0.628], [6.733, 1.449, 1.226], [4.750, 0.146, -0.667], [5.182, 0.878, -1.510], [3.448, -0.568, -0.808], [2.482, -0.043, -1.651], [1.247, -0.702, -1.759], [0.196, -0.101, -2.661], [-0.408, 1.213, -2.103], [-1.786, 1.123, -1.413], [-2.186, -0.259, -0.908], [-3.544, -0.178, 0.239], [-4.739, 0.299, -0.391], [-3.638, -1.460, 0.859], [-3.045, 0.851, 1.344], [1.065, -1.875, -1.032], [2.040, -2.419, -0.190], [3.253, -1.743, -0.089], [5.750, -1.387, 2.285], [2.673, 0.862, -2.211], [-0.543, -0.837, -2.976], [0.740, 0.185, -3.562], [-0.525, 1.907, -2.931], [0.314, 1.627, -1.404], [-1.735, 1.765, -0.533], [-2.592, 1.529, -2.021], [-2.557, -0.890, -1.715], [-1.387, -0.780, -0.390], [-3.613, 1.637, 1.311], [0.110, -2.383, -1.126], [1.859, -3.324, 0.368], [10.191, 4.883, 1.392], [9.631, 6.395, 2.117], [8.862, 3.707, 1.402], [10.694, 5.177, -0.272], [11.548, 4.243, 2.318], [-4.732, -4.924, -0.535], [-6.273, -4.074, -0.346], [-4.131, -5.416, 1.049], [-4.994, -6.364, -1.529], [-3.549, -3.848, -1.299], [-6.419, -2.557, -4.352], [-5.970, -1.765, -2.841], [-5.949, -1.537, -5.717], [-5.595, -4.117, -4.473], [-8.166, -2.814, -4.381], [14.659, 7.497, 2.392], [15.083, 8.237, 3.939], [15.088, 8.596, 1.076], [15.544, 5.979, 2.202], [12.925, 7.171, 2.349], [-0.213, -1.233, 3.415], [-1.914, -1.511, 3.777], [0.119, -1.677, 1.729], [0.179, 0.474, 3.653], [0.784, -2.217, 4.495], [-8.072, 1.100, 0.459], [-7.131, 0.852, 1.934], [-7.784, 2.732, -0.155], [-7.586, -0.081, -0.751], [-9.806, 0.907, 0.804], [2.732, -6.505, 1.831], [2.058, -5.193, 2.811], [1.873, -8.007, 2.197], [2.555, -6.134, 0.114], [4.443, -6.697, 2.214], [-0.681, -6.258, -2.790], [-2.201, -5.641, -3.433], [-0.987, -7.078, -1.256], [0.035, -7.395, -3.932], [0.429, -4.903, -2.524], [-1.908, -10.728, -5.520], [-2.589, -9.411, -4.563], [-2.766, -12.230, -5.153], [-2.074, -10.359, -7.238], [-0.195, -10.919, -5.124], [4.392, 4.989, -0.626], [3.724, 6.477, 0.050], [3.180, 3.693, -0.528], [4.827, 5.244, -2.318], [5.822, 4.504, 0.284], [0.706, 6.387, 2.948], [-0.902, 6.892, 2.420], [0.580, 5.584, 4.518], [1.404, 5.278, 1.767], [1.746, 7.811, 3.100], [-3.990, 8.975, 3.862], [-5.682, 8.605, 4.203], [-3.598, 8.463, 2.211], [-3.717, 10.710, 4.009], [-2.958, 8.125, 5.016], [-1.500, -13.547, -10.044], [-1.860, -13.699, -8.322], [-2.991, -13.726, -10.975], [-0.797, -11.956, -10.361], [-0.352, -14.802, -10.522], [-0.774, 12.322, 6.726], [0.254, 12.231, 8.160], [-0.728, 13.962, 6.070], [-0.188, 11.183, 5.508], [-2.434, 11.908, 7.162], [-10.258, 1.545, 5.369], [-11.443, 2.790, 5.786], [-10.773, -0.006, 6.041], [-10.125, 1.412, 3.611], [-8.683, 1.984, 6.043]], "forces_ev_per_a": [[0.049, -0.352, 0.322], [-0.205, 0.335, -0.098], [-0.148, 0.138, -0.148], [0.444, 0.497, 0.282], [-0.273, -1.196, 0.105], [-0.344, -0.426, 0.313], [0.220, 0.540, -0.402], [0.213, 0.272, -0.144], [-0.459, -0.594, 0.246], [0.396, 0.036, 0.169], [0.482, 0.346, -0.150], [-0.468, -0.492, -0.239], [0.189, 0.100, 0.626], [-0.110, 0.552, -0.118], [-0.477, -1.743, -0.058], [0.521, 0.947, -0.168], [0.368, 0.064, 0.309], [-0.143, 0.224, -0.186], [-0.147, -0.259, -0.066], [0.359, 0.551, -0.927], [-0.445, -0.296, 0.078], [0.151, -0.187, -0.030], [0.136, 0.044, -0.001], [-0.134, -0.011, 0.149], [-0.111, -0.102, -0.178], [0.178, 0.157, 0.010], [0.042, 0.155, -0.018], [-0.028, 0.137, -0.032], [0.045, -0.100, -0.235], [-0.103, -0.153, 0.057], [0.042, 0.030, 0.135], [0.032, 0.019, 0.030], [0.001, -0.078, 0.031], [0.086, -0.115, -0.015], [0.030, 0.025, 0.015], [-0.011, -0.019, 0.004], [0.385, 0.268, 0.004], [-0.014, -0.001, 0.017], [-0.178, -0.241, -0.010], [-0.094, 0.163, 0.119], [0.102, -0.076, 0.071], [0.038, 0.022, -0.009], [0.030, 0.005, -0.011], [-0.261, 0.008, 0.311], [-0.016, 0.014, 0.015], [0.132, 0.091, -0.207], [0.001, -0.011, 0.006], [-0.002, -0.005, 0.009], [0.009, -0.002, 0.004], [-0.012, 0.019, -0.013], [-0.001, -0.008, -0.012], [0.000, -0.013, 0.010], [-0.005, 0.001, 0.000], [0.160, 0.276, 0.019], [-0.257, -0.017, 0.073], [0.033, 0.013, -0.015], [-0.149, 0.209, 0.642], [0.012, -0.004, -0.044], [0.062, -0.008, -0.073], [0.071, -0.096, -0.097], [-0.053, 0.000, 0.015], [-0.006, 0.012, 0.023], [-0.433, 0.057, 0.045], [0.186, -0.067, -0.507], [0.130, 0.033, 0.034], [-0.057, 0.003, -0.111], [-0.032, 0.004, -0.008], [-0.081, -0.009, 0.032], [-0.007, -0.019, 0.014], [-0.009, -0.077, 0.023], [0.241, -0.238, -0.462], [0.002, 0.033, 0.010], [0.193, 0.123, 0.040], [0.010, 0.000, -0.011], [-0.011, 0.027, -0.016], [-0.164, -0.098, -0.015], [0.008, 0.002, 0.005], [-0.009, 0.084, 0.041], [-0.001, -0.011, -0.002], [0.106, 0.075, -0.003], [0.339, 0.085, -0.280], [-0.030, -0.039, -0.010], [-0.024, -0.013, 0.017], [-0.241, 0.540, -0.222], [-0.038, -0.075, -0.025], [0.242, -0.078, 0.024], [0.001, 0.018, -0.003], [-0.360, -0.140, 0.301], [-0.002, -0.003, -0.001], [0.023, 0.011, 0.046], [0.016, 0.005, -0.026], [-0.214, 0.083, 0.008], [-0.044, 0.020, -0.057], [-0.018, -0.002, -0.001], [-0.005, -0.023, 0.017], [0.015, -0.069, -0.041], [0.008, 0.006, 0.004], [0.001, -0.005, -0.001], [-0.005, 0.012, -0.001], [0.008, -0.034, -0.016], [-0.008, 0.002, -0.013], [-0.002, -0.014, -0.001], [0.000, -0.001, 0.006], [0.015, 0.019, 0.046], [-0.021, 0.023, -0.033], [0.018, -0.014, -0.003], [0.006, 0.015, -0.004], [-0.113, 0.082, 0.646], [-0.009, -0.002, -0.007]]}